The following is a DFT calculation (ωB97M-V/def2-TZVPD) of a molecular structure, C24H60N8O14Zn2 in a non-equilibrium geometry.

Structure (XYZ):
```
108
Properties=species:S:1:pos:R:3:forces:R:3:lowdin_charge:R:1
Zn -0.7286 0.7900 -2.7671 0.392 0.483 0.343 0.733
Zn 0.2238 2.8521 -0.5091 0.073 -0.386 -0.574 0.748
C -0.2124 0.3227 -0.2880 -2.351 6.493 -3.635 -0.697
O -1.1613 -0.1888 -1.0059 -0.242 -2.600 1.962 -0.101
O -0.4731 1.1533 0.6857 -0.207 -2.341 2.009 -0.132
O 0.7124 0.8539 -1.0612 2.318 -1.337 -0.421 -0.144
C -0.4054 3.2925 -2.9433 4.974 -4.057 2.992 -0.721
O -0.0818 2.4797 -3.9015 -0.815 1.634 -1.458 -0.081
O 0.4513 4.0499 -2.3405 -0.718 1.479 -1.584 -0.068
O -1.1676 2.6744 -2.0566 -2.948 -0.095 0.973 -0.166
C -4.0826 0.3012 1.7038 0.094 0.636 0.292 -0.685
O -5.1355 0.2662 2.3186 -0.140 -0.189 -0.218 0.013
N -3.9352 -0.0291 0.3858 -0.040 -0.045 0.188 0.167
N -2.9111 0.7351 2.2743 0.426 -0.120 0.069 0.154
H -3.0095 -0.0858 -0.0243 -0.097 -0.044 -0.266 0.060
H -4.7582 -0.3400 -0.0945 0.054 -0.091 -0.047 0.097
H -2.9640 1.2741 3.1198 -0.331 -0.141 0.064 0.093
H -2.1195 0.9381 1.6752 0.137 0.000 -0.110 0.035
C 1.2919 1.7772 3.9654 -0.183 0.530 1.019 -0.648
O 1.9006 2.6251 3.3119 0.077 -0.337 -0.434 0.002
N 0.1583 1.1459 3.5682 0.284 0.328 -0.675 0.188
N 1.6689 1.5055 5.2503 -0.274 -0.193 -0.202 0.161
H -0.3765 0.5780 4.2002 0.126 -0.221 -0.142 0.103
H -0.0067 1.1000 2.5629 -0.258 0.013 0.057 0.057
H 1.1769 0.7992 5.7657 0.305 -0.036 0.187 0.097
H 2.4953 1.9397 5.6131 -0.008 -0.002 0.051 0.104
C -2.1788 4.0763 1.0812 -0.726 -0.311 -0.820 -0.054
O -0.8428 4.1855 0.6081 -0.676 1.059 1.112 -0.239
C -0.0117 4.8596 1.5477 1.551 -0.594 -0.555 -0.166
C 1.3888 4.9192 0.9197 -0.444 0.346 0.615 -0.152
N 1.8420 3.5418 0.5581 -0.191 1.508 0.162 -0.062
C 3.0640 3.6032 -0.2646 0.105 0.700 0.001 -0.149
C 4.3123 3.9793 0.5241 0.206 -0.579 -0.048 -0.219
O 4.5553 5.3587 0.3917 -0.266 0.296 0.163 -0.190
C 5.6462 5.7923 1.1729 0.789 -0.715 -0.923 -0.108
H -2.2475 3.7285 2.1123 0.284 -0.094 0.012 0.092
H -2.6737 3.3719 0.4121 0.009 -0.115 0.169 0.094
H -2.7227 5.0196 0.9851 0.295 0.167 0.079 0.100
H 0.0737 4.2464 2.4507 -0.278 0.131 0.138 0.120
H -0.3066 5.8815 1.7890 -0.505 -0.087 -0.139 0.138
H 2.0157 5.3326 1.7176 0.274 0.088 -0.289 0.132
H 1.4068 5.5921 0.0638 -0.001 -0.162 -0.132 0.133
H 2.0353 3.2359 1.5142 0.023 -1.352 -0.308 0.073
H 2.9097 4.4080 -0.9880 -0.018 -0.113 -0.108 0.124
H 3.1943 2.7072 -0.8688 -0.066 -0.294 0.397 0.120
H 5.1590 3.3896 0.1414 0.112 0.217 -0.015 0.126
H 4.2244 3.7147 1.5885 -0.182 -0.046 -0.016 0.127
H 5.8947 6.8034 0.8625 -0.345 0.229 0.436 0.089
H 6.5314 5.2024 0.8816 -0.017 -0.043 0.215 0.087
H 5.5006 5.6422 2.2448 -0.204 0.331 0.052 0.089
C -4.0016 0.7059 -3.2343 0.208 1.569 1.062 -0.061
O -2.6447 0.4513 -3.5494 -0.256 -0.683 -1.092 -0.238
C -2.5147 -0.6187 -4.4849 0.249 -0.307 -0.073 -0.181
C -1.1380 -0.6386 -5.1299 0.128 -0.321 -0.330 -0.151
N -0.0512 -0.6490 -4.1164 -0.338 -0.092 -0.452 -0.058
C 1.2738 -0.3262 -4.6432 1.526 0.047 -0.834 -0.180
C 2.3585 -0.7557 -3.6822 -0.631 0.174 1.197 -0.217
O 2.1517 -2.1330 -3.4243 0.314 -0.346 -0.289 -0.191
C 2.9779 -2.6016 -2.3806 0.432 0.624 0.114 -0.089
H -4.5030 1.2891 -4.0107 -0.027 -0.660 -0.472 0.102
H -3.9707 1.4346 -2.4184 0.047 -0.357 0.236 0.095
H -4.5319 -0.1851 -2.9031 -0.027 -0.122 -0.268 0.097
H -3.2558 -0.5480 -5.2853 -0.090 0.170 0.092 0.134
H -2.6767 -1.5673 -3.9570 -0.066 0.044 0.053 0.128
H -0.9839 0.1570 -5.8583 -0.056 0.304 0.328 0.135
H -1.1065 -1.5760 -5.6988 0.074 0.074 -0.100 0.133
H 0.0582 -1.6368 -3.8926 -0.166 0.184 0.867 0.132
H 1.4702 0.7281 -4.8456 -0.750 0.113 0.012 0.124
H 1.4716 -0.8870 -5.5676 -0.292 0.096 -0.104 0.132
H 2.2539 -0.2070 -2.7329 -0.173 -0.006 -0.038 0.109
H 3.3695 -0.5083 -4.0215 -0.047 -0.320 -0.487 0.134
H 4.0410 -2.4956 -2.6354 -0.042 -0.077 -0.156 0.093
H 2.7852 -3.6490 -2.1693 -0.284 0.026 -0.051 0.092
H 2.8195 -1.9669 -1.5023 -0.080 -0.285 0.149 0.066
C 2.6333 -1.1857 1.3687 -0.625 -0.573 -0.184 -0.050
C 2.1023 -1.8132 2.6630 1.363 0.045 -1.243 -0.426
C 0.6528 -2.1955 2.5045 -0.802 0.236 0.618 -0.211
O 0.2439 -2.6840 3.7745 -0.154 0.351 0.376 -0.208
C -1.0560 -3.2492 3.8159 0.740 -0.294 -0.499 -0.092
N 2.9538 -2.9709 2.9938 -0.572 0.149 0.383 0.047
H 3.7187 -1.1074 1.3759 0.000 0.321 0.198 0.085
H 2.1342 -0.2388 1.1579 0.283 0.139 0.002 0.065
H 2.3885 -1.8615 0.5406 -0.025 0.054 -0.012 0.058
H 2.2575 -1.0546 3.4334 -0.487 -0.171 0.300 0.124
H 0.4555 -2.9609 1.7396 0.477 -0.105 -0.047 0.127
H 0.0331 -1.3327 2.2138 0.070 0.080 0.094 0.110
H -1.0219 -4.1389 3.1752 -0.469 -0.027 0.003 0.084
H -1.8269 -2.5554 3.4691 -0.004 0.035 0.006 0.082
H -1.2421 -3.5593 4.8407 -0.065 0.080 0.029 0.089
H 3.2554 -3.4539 2.1556 -0.140 0.018 -0.081 0.064
H 2.3507 -3.6012 3.5151 0.359 -0.210 0.111 0.063
C -3.4073 -3.8515 1.0566 -0.847 -0.412 0.538 -0.062
C -2.4515 -3.9129 -0.1194 0.237 1.281 0.538 -0.413
C -2.2784 -5.2676 -0.7758 -0.174 0.297 0.262 -0.213
O -1.4151 -6.0757 0.0024 0.094 0.189 -0.327 -0.178
C -1.3424 -7.3794 -0.5068 0.558 -0.949 0.328 -0.133
N -2.8323 -2.8906 -1.1256 -0.013 -0.676 0.069 0.055
H -3.6577 -2.8631 1.4556 0.615 0.311 -0.431 0.067
H -3.0236 -4.3866 1.9265 -0.152 -0.399 -0.190 0.066
H -4.4004 -4.2280 0.7804 0.167 -0.406 0.024 0.086
H -1.4810 -3.6097 0.2952 0.177 -0.287 -0.215 0.125
H -1.8585 -5.0503 -1.7633 0.067 -0.352 -0.087 0.119
H -3.2460 -5.7725 -0.8900 -0.065 0.073 -0.139 0.129
H -1.3625 -7.4528 -1.5985 -0.336 0.307 -0.018 0.086
H -2.1039 -8.0269 -0.0562 -0.257 0.130 -0.283 0.088
H -0.3891 -7.8424 -0.2311 0.036 0.333 0.212 0.084
H -2.0928 -2.2010 -1.1359 -0.143 0.378 -0.123 0.032
H -3.6633 -2.4442 -0.7618 0.059 0.275 -0.217 0.038
```
Positions in Å, forces in eV/Å.

Its HOMO energy is -0.30831 hartree. Its multiplicity is 1. The energy relative to the best compared isomer or geometry (same formula, charge and spin) comes out at 0.0 kcal/mol. The largest force on an atom comes out at 7.8 eV/A. The calculation puts the LUMO energy at 0.3 eV. As for the total charge: 0. Its total energy is -6000.622632 hartree.